C12H27Cl2F6N5O7S2 | ωB97M-V with the def2-TZVPD basis set

Orbital gap (spin up / spin down) = 9.69 / 4.36 eV
Total charge = +1
Multiplicity = 2
E_HOMO (spin up / spin down) = -12.6 / -12.6 eV

The geometry in XYZ format:
```
61
Properties=species:S:1:pos:R:3:forces:R:3
N -0.283514 -0.061352 0.433959 0.036 0.360 0.639
H 0.624756 0.292428 0.169399 1.057 -0.157 0.087
H -0.903514 0.683648 0.149939 -1.096 0.181 -0.534
H -0.358644 -0.260252 1.421319 0.107 0.133 -0.155
H -0.411324 -0.903052 -0.109471 -0.371 -0.546 -0.755
C -2.149424 1.913288 3.274269 -0.634 1.288 0.302
F -2.758174 2.854308 4.100019 1.119 -2.338 -1.546
F -2.963524 1.525608 2.297119 0.052 0.079 0.736
F -1.091844 2.486298 2.705069 0.007 -0.304 0.440
S -1.642304 0.390528 4.328119 -4.413 1.611 2.307
O -1.005574 0.959068 5.493339 0.731 -0.896 -1.820
O -2.884734 -0.348992 4.632999 2.828 1.083 -1.911
N -0.597414 -0.486402 3.147749 -2.214 2.755 2.146
S 0.074676 -1.455392 4.120439 4.732 -5.276 1.255
O 1.335476 -0.915642 4.783209 -3.428 -0.659 -1.527
O -0.807284 -2.313362 4.902339 1.027 1.782 -0.496
C 0.772486 -2.671362 2.793109 -1.311 -0.352 0.304
F 1.582776 -3.456312 3.520429 -0.847 0.267 -1.391
F -0.248304 -3.347742 2.128029 1.849 0.851 1.849
F 1.414146 -2.003332 1.848879 0.474 -0.083 0.295
C 0.405136 -0.891862 -3.511831 0.682 -0.361 -1.428
C -0.392794 -1.877372 -2.728441 0.888 1.969 -0.263
O -0.297144 -1.926602 -1.505721 -0.565 -0.943 0.092
N -1.251444 -2.483262 -3.518551 -1.995 -2.002 0.054
C -2.281144 -3.429232 -3.102021 1.165 -0.899 0.370
H -0.203004 -0.567072 -4.356091 -0.345 1.115 0.580
H 1.096976 -1.429252 -4.160431 0.903 -0.253 0.575
H 0.910846 -0.138432 -2.907931 -0.198 -0.124 -0.250
H -1.137184 -2.630572 -4.511201 0.730 1.015 0.100
H -1.840104 -4.413942 -3.256741 -0.429 -0.369 -0.438
H -3.137374 -3.267292 -3.756811 -0.234 -0.176 0.641
H -2.416534 -3.461022 -2.020931 -0.559 0.772 -0.213
C 3.497956 -1.594032 -0.912251 -1.402 -0.687 -0.828
C 3.232956 -0.171122 -0.613521 3.189 0.316 0.966
O 2.153426 0.356308 -0.485521 -1.524 0.675 -0.268
N 4.362876 0.520948 -0.414251 0.642 0.458 0.466
C 4.447686 1.918268 -0.053451 -0.140 0.433 -0.559
H 3.806166 -2.198692 -0.059321 -0.179 0.243 0.115
H 4.223376 -1.740572 -1.712501 -0.067 0.131 0.011
H 2.495096 -1.855342 -1.250031 0.168 -1.106 -0.138
H 5.259426 0.061278 -0.484911 -0.380 -0.231 -0.070
H 4.288026 2.187048 0.990759 0.126 -0.553 0.209
H 3.682616 2.472478 -0.597151 0.185 0.077 -0.213
H 5.448476 2.218148 -0.364241 -0.209 0.446 0.122
C -1.913504 4.057198 -1.101101 1.534 -0.470 -0.049
C -1.121534 2.764968 -1.396851 0.004 1.567 -1.555
O -1.638694 1.728418 -1.041881 -0.097 -1.437 0.419
N 0.106236 2.797758 -2.026291 -1.025 0.115 -0.018
C 0.866966 4.001698 -2.404311 -0.678 -0.220 1.314
H -2.997584 3.957798 -1.155801 0.299 -0.420 -0.192
H -1.567574 4.928568 -1.657111 -0.057 -0.018 0.208
H -1.628744 4.120798 -0.050881 -0.281 0.803 0.262
H 0.555196 1.904528 -2.170101 -0.195 0.019 0.155
H 1.049636 4.472528 -1.438361 0.580 0.567 -0.293
H 0.283966 4.698328 -3.006731 0.127 -0.251 -0.234
H 1.808026 3.723148 -2.878551 -0.258 0.035 -0.001
C -3.612894 -2.220832 2.006709 1.121 -0.137 -0.069
Cl -2.838464 -2.220012 0.385739 -0.171 0.179 0.141
Cl -4.430934 -3.744482 2.298149 -0.400 0.304 0.003
H -2.775044 -2.206472 2.703779 -0.310 0.169 -0.012
H -4.198124 -1.304732 2.086429 -0.348 -0.528 0.062
```
Forces are in eV/Å.


C20H24AlB2Br12O16 | ωB97M-V with the def2-TZVPD basis set

ΔE to the lowest compared entry with this formula, charge and spin = 212.7 kJ/mol
Orbital gap = 1.74 eV
Total charge = +1
Multiplicity = 1
E_HOMO = -12.1 eV

The geometry in XYZ format:
```
75
Properties=species:S:1:pos:R:3:forces:R:3
Al 2.234109 4.132898 -3.345094 -0.510 -0.630 0.387
O 1.104898 1.091205 -3.732409 -1.405 -0.485 -0.795
C -0.035115 0.964019 -4.139548 0.188 -0.450 0.430
O -0.807193 -0.141418 -4.115248 -0.168 1.075 0.052
B -2.161921 0.200635 -4.687652 1.362 -0.142 -0.933
O -2.093231 1.634778 -5.011123 0.907 1.092 0.172
C -0.889340 2.138046 -4.695825 1.107 0.400 1.123
O -0.409224 3.268301 -4.638705 -1.816 -1.737 -0.740
O -3.358715 -0.138383 -3.889294 0.389 -0.299 -0.471
C -4.110044 -1.004562 -4.519756 -4.447 -1.601 2.709
O -5.204272 -1.471753 -4.122225 4.424 1.757 -1.840
C -3.375046 -1.409825 -5.884900 -0.215 -1.524 -2.799
O -2.317390 -0.645902 -5.954660 -0.535 0.138 0.932
O -3.774608 -2.236245 -6.688787 0.794 1.966 2.306
O 1.490699 1.335572 1.748259 -3.077 -0.270 -2.939
C 0.612394 1.032761 0.908937 3.184 -0.273 1.909
O -0.372835 0.172399 1.145539 0.693 0.559 -1.673
B -0.947141 -0.225103 -0.170954 -1.351 -0.697 -0.014
O -0.389096 0.739875 -1.223469 0.206 -0.969 1.030
C 0.593648 1.411998 -0.689565 1.163 2.719 0.481
O 1.286457 2.306611 -1.193008 -1.837 -2.290 1.122
O -0.726813 -1.678953 -0.509476 0.428 -0.333 -0.186
C -1.857015 -2.342764 -0.751388 1.244 -3.079 -1.426
O -2.005747 -3.505161 -1.155823 0.805 3.365 1.463
C -2.973840 -1.376774 -0.543096 -2.822 2.856 -0.087
O -2.407546 -0.169745 -0.128744 -1.205 -1.512 -0.593
O -4.154195 -1.559184 -0.785513 2.647 0.385 0.864
Br 3.426055 -0.493058 -1.274835 -0.797 -0.506 -0.224
C 2.197553 -1.686346 -2.308217 0.666 0.463 -1.144
C 2.798159 -1.705104 -3.740409 -0.156 -0.952 0.047
Br 1.688469 -3.020502 -4.763545 0.410 0.628 0.420
H 1.188121 -1.279759 -2.370199 0.234 0.196 0.429
H 2.210909 -2.676376 -1.852413 0.110 0.236 0.029
H 3.809749 -2.110661 -3.758323 -0.192 -0.072 0.109
H 2.790527 -0.774775 -4.308341 -0.394 -0.051 0.442
Br -6.389816 -1.917319 1.899252 1.799 0.622 0.882
C -4.659146 -1.142655 2.767171 -0.529 -0.365 -0.344
C -3.621075 -2.188403 3.142271 0.478 -0.040 0.208
Br -2.088786 -1.194924 3.932714 -0.341 -0.062 -0.166
H -4.942279 -0.563233 3.645922 -0.425 -0.307 -0.117
H -4.276570 -0.431280 2.035265 -0.126 -0.240 -0.164
H -3.135813 -2.748358 2.342846 -0.396 0.219 -0.264
H -3.870907 -2.908621 3.921352 -0.437 0.298 -0.123
Br 4.008677 3.251630 -0.018270 0.263 0.512 0.495
C 3.230509 4.222777 1.535976 -0.585 0.654 -0.679
C 2.999085 5.742023 1.323581 0.754 -1.053 -1.106
Br 2.046174 6.022627 -0.455153 0.565 0.321 1.078
H 3.943200 4.090809 2.350068 -0.265 -0.278 -0.005
H 2.299149 3.661001 1.607177 0.144 0.202 0.574
H 3.974628 6.226150 1.278436 -0.163 0.141 -0.553
H 2.451221 6.258744 2.111588 -0.473 -0.480 -0.221
Br -0.362721 -4.162660 3.472303 0.803 -0.670 -0.770
C 0.625526 -5.421429 2.257691 -0.072 -0.196 -0.836
C 0.617340 -4.841497 0.831187 0.597 0.284 0.173
Br 1.686881 -5.838287 -0.531374 -0.633 0.010 0.810
H 0.090029 -6.368154 2.328832 -0.081 0.187 0.022
H 1.659607 -5.581226 2.563034 -0.231 0.336 0.500
H 1.213048 -3.928714 0.838345 -0.578 0.207 0.049
H -0.387755 -4.694803 0.435749 0.245 -0.044 -0.087
Br 2.495339 -1.832532 2.738292 0.428 0.840 0.457
C 3.423290 -0.305253 3.639713 0.384 1.119 -1.099
C 4.470056 0.287143 2.675614 0.985 -0.761 0.232
Br 5.421273 1.802098 3.603343 -0.729 -0.840 -0.559
H 3.886471 -0.633228 4.570297 -0.268 -0.194 -0.237
H 2.732717 0.527628 3.772086 -0.533 -0.675 0.342
H 4.128880 0.611090 1.692376 -0.498 0.400 0.478
H 5.254276 -0.437488 2.456476 0.106 0.074 0.272
Br -0.427395 4.918479 1.582699 -0.603 -0.839 0.852
C -0.902983 3.622314 3.039372 -0.318 0.022 -0.550
C -1.961172 2.575989 2.690253 0.404 0.533 -0.067
Br -3.774879 3.327223 2.663419 0.547 -0.291 0.069
H -1.268870 4.163814 3.911734 0.315 0.319 -0.227
H 0.045773 3.132769 3.259159 -0.086 0.000 -0.011
H -1.862637 1.855362 3.502099 -0.516 -0.143 -0.091
H -1.831762 2.063650 1.736914 0.034 0.221 0.190
```
Forces are in eV/Å.


C5H7EuO5 | ωB97M-V with the def2-TZVPD basis set

ΔE to the lowest compared entry with this formula, charge and spin = 92.4 kJ/mol
Orbital gap (spin up / spin down) = 6.08 / 6.25 eV
Total charge = +1
Multiplicity = 8
E_HOMO (spin up / spin down) = -11.9 / -11.9 eV

The geometry in XYZ format:
```
18
Properties=species:S:1:pos:R:3:forces:R:3
O 0.608802 -0.868579 3.409359 -1.912 1.467 -0.255
C -0.062444 -0.583957 4.348553 3.386 -2.789 1.115
O -0.182304 -0.747686 5.520299 -1.714 1.430 -1.023
O -1.821431 1.909180 3.121064 -0.994 0.954 -0.307
C -1.893427 0.750683 3.534540 0.949 -0.414 0.119
O -3.250334 0.383892 3.590652 -1.829 0.946 -0.495
C -3.616719 -0.979348 3.800548 0.632 -0.587 0.323
C -4.947083 -1.326146 3.186268 -0.313 0.062 0.147
O -4.982577 -0.851057 1.859416 0.200 0.928 0.152
C -6.139680 -1.240218 1.149137 -0.395 -0.243 -0.143
Eu -4.241494 2.514606 2.638042 1.566 -1.402 0.358
H -3.673871 -1.107332 4.888910 0.231 -0.491 -0.319
H -2.844302 -1.587488 3.313072 -0.060 0.040 0.495
H -5.775440 -0.893338 3.773458 0.013 -0.050 -0.136
H -5.065366 -2.423247 3.209211 0.063 0.277 0.079
H -6.168446 -0.638376 0.233627 0.083 -0.469 0.047
H -6.091592 -2.323440 0.952060 -0.147 0.392 -0.222
H -7.067703 -1.029190 1.704704 0.241 -0.049 0.067
```
Forces are in eV/Å.